A:
ORCA calculation (ωB97M-V/def2-TZVPD) on a single C2H3NS molecule.

Geometry (Å):
1 C 0.07 0.48 -0.28
2 C 1.81 -1.07 -0.70
3 N -1.03 0.05 0.41
4 S 1.77 0.16 0.30
5 H -0.06 0.92 -1.27
6 H -1.02 0.22 1.46
7 H -1.54 -0.75 0.08

---

B:
ORCA calculation (ωB97M-V/def2-TZVPD) on a single C2H3NS molecule.

Geometry (Å):
1 C -0.67 -0.53 0.95
2 C 0.62 0.54 -0.89
3 N -0.28 -1.37 0.10
4 S -0.04 1.05 0.76
5 H -1.33 -1.00 1.71
6 H 1.73 0.64 -0.99
7 H -0.04 0.67 -1.65

---

C:
ORCA calculation (ωB97M-V/def2-TZVPD) on a single C2H3NS molecule.

Geometry (Å):
1 C -0.24 -0.07 -0.09
2 C -0.60 -1.31 -0.05
3 N 1.01 0.62 0.10
4 S 2.40 -0.23 -0.03
5 H -0.96 0.82 -0.38
6 H -0.15 -2.25 0.38
7 H 0.94 1.56 -0.48

---

Stability summary - winner: B; margin: 1.064 eV.

---

A:
ORCA calculation (ωB97M-V/def2-TZVPD) on a single C4H7F2N molecule.

Geometry (Å):
1 F -2.30 -0.66 -0.07
2 C -1.36 0.41 -0.22
3 C 0.06 -0.03 -0.05
4 C 0.04 -0.74 1.20
5 F 1.24 -1.12 1.41
6 C 1.11 -0.18 -1.09
7 N 1.05 0.99 -0.14
8 H -1.85 1.15 0.40
9 H -1.55 0.87 -1.34
10 H -0.40 0.35 1.79
11 H -0.69 -1.61 1.07
12 H 2.16 -0.76 -1.22
13 H 0.73 0.38 -2.15
14 H 1.78 0.96 0.41

---

B:
ORCA calculation (ωB97M-V/def2-TZVPD) on a molecular structure, C4H7F2N.

Geometry (Å):
1 C 1.04 -0.10 -0.05
2 C 0.14 -0.15 1.22
3 C -0.96 0.76 0.60
4 C 0.15 1.11 -0.45
5 H 0.01 -1.86 -0.63
6 H 1.06 -0.80 -1.93
7 H 2.17 0.05 0.06
8 H 0.51 0.22 2.19
9 H -1.93 -0.03 0.46
10 H -1.54 1.47 1.29
11 H 0.84 2.02 -0.15
12 N 0.86 -1.31 -0.78
13 F -0.59 -1.39 1.29
14 F -0.44 1.21 -1.71

---

Stability summary - winner: B; margin: 1.107 eV.

---

A:
ORCA calculation (ωB97M-V/def2-TZVPD) on a single C4H10N4O molecule.

Geometry (Å):
1 C 2.30 -1.34 -0.04
2 N 1.13 -0.48 -0.15
3 C 1.31 0.74 -0.84
4 N 1.10 1.93 -0.43
5 O 0.78 2.13 0.85
6 N 0.27 -0.53 0.97
7 C -0.98 -0.24 0.86
8 C -1.73 0.15 -0.39
9 N -3.18 -0.03 -0.40
10 H 3.00 -0.95 0.73
11 H 2.85 -1.36 -1.03
12 H 2.06 -2.36 0.21
13 H 1.63 0.63 -1.87
14 H 0.81 1.32 1.36
15 H -1.48 -0.24 1.83
16 H -1.28 -0.33 -1.28
17 H -1.52 1.21 -0.51
18 H -3.46 -0.93 0.02
19 H -3.62 0.69 0.12

---

B:
ORCA calculation (ωB97M-V/def2-TZVPD) on 2 unconnected molecules or ions with the total composition C4H10N4O.

Geometry (Å):
1 H -0.96 -1.64 -1.50
2 N -0.25 -2.02 -0.88
3 C 0.14 -1.33 0.11
4 N 0.03 -1.68 1.44
5 N 0.74 -0.01 -0.07
6 C 1.34 0.20 -1.40
7 O 1.78 0.25 0.87
8 H -0.14 -0.93 2.10
9 H -0.70 -2.36 1.60
10 H 0.56 0.07 -2.14
11 H 2.13 -0.53 -1.59
12 H 1.78 1.19 -1.45
13 H 1.97 -0.57 1.36
14 C -2.13 0.32 0.72
15 C -1.15 1.03 0.37
16 N -0.84 2.33 0.04
17 H -3.04 0.47 1.26
18 H -1.41 2.76 -0.68
19 H 0.15 2.45 -0.16

---

C:
ORCA calculation (ωB97M-V/def2-TZVPD) on 2 unconnected molecules or ions with the total composition C4H10N4O.

Geometry (Å):
1 N 1.39 0.70 1.14
2 C 1.54 0.40 -0.20
3 N 1.03 1.31 -1.10
4 N 2.36 -0.50 -0.66
5 O 3.09 -1.19 0.35
6 H 1.69 -0.02 1.78
7 H 0.52 1.14 1.38
8 H 0.06 1.54 -0.91
9 H 1.19 1.07 -2.06
10 H 3.94 -1.37 -0.06
11 C -1.25 -1.88 -0.51
12 C -1.85 -0.90 0.15
13 N -1.45 0.44 0.11
14 C -2.27 1.36 0.39
15 H -0.28 -1.71 -0.95
16 H -1.66 -2.87 -0.54
17 H -2.83 -1.09 0.61
18 H -3.32 1.19 0.62
19 H -1.90 2.38 0.46

---

D:
ORCA calculation (ωB97M-V/def2-TZVPD) on a single C4H10N4O molecule.

Geometry (Å):
1 N -3.06 -0.76 0.07
2 N -1.82 -1.26 -0.18
3 C -0.79 -0.46 0.07
4 C 0.55 -0.89 -0.26
5 C 1.75 -0.24 -0.05
6 N 1.96 1.08 -0.02
7 N 2.88 -1.02 0.01
8 C -0.98 0.93 0.63
9 O -0.89 1.93 -0.39
10 H -3.71 -1.42 -0.31
11 H -3.20 0.20 -0.34
12 H 0.55 -1.92 -0.60
13 H 1.26 1.53 -0.53
14 H 2.90 1.31 -0.32
15 H 2.70 -2.03 0.08
16 H 3.63 -0.79 0.67
17 H -0.14 1.14 1.31
18 H -1.96 0.87 1.17
19 H -1.62 1.82 -1.01

---

Stability summary - winner: D; margin: 0.741 eV.

---

A:
ORCA calculation (ωB97M-V/def2-TZVPD) on a molecular structure, C3H10N2.

Its multiplicity is 2. Its charge is +1. The expectation value of S² is 0.755.

Geometry (Å):
1 N 0.40 1.64 0.45
2 C -0.64 0.36 1.17
3 C -0.30 -0.92 0.38
4 C -0.12 -0.60 -1.12
5 N 1.20 -0.18 -1.56
6 H -0.29 2.37 0.55
7 H 1.41 0.71 -1.07
8 H -0.76 0.16 2.22
9 H 0.44 0.88 1.35
10 H -1.09 -1.60 0.51
11 H 0.57 -1.40 0.81
12 H -0.39 -1.45 -1.78
13 H -0.77 0.18 -1.36
14 H -1.55 0.77 0.83
15 H 1.91 -0.90 -1.37

---

B:
ORCA calculation (ωB97M-V/def2-TZVPD) on 2 unconnected molecules or ions with the total composition C3H10N2.

Its multiplicity is 2. Its charge is +1. The expectation value of S² is 0.761.

Geometry (Å):
1 C 0.39 2.49 1.19
2 N -0.89 2.13 1.90
3 H 1.17 1.91 1.64
4 H 0.50 3.58 1.23
5 H 0.22 2.21 0.16
6 H -0.79 2.41 2.87
7 H -1.63 2.66 1.47
8 C 1.02 -2.24 -2.02
9 C -0.17 -1.93 -1.32
10 N -0.26 -1.21 -0.25
11 H 1.86 -1.60 -1.83
12 H 1.13 -3.25 -2.37
13 H -1.12 -2.32 -1.67
14 H -1.10 -1.28 0.33
15 H 0.41 -0.83 0.41

---

Stability summary - winner: B; margin: 3.436 eV.

---

A:
ORCA calculation (ωB97M-V/def2-TZVPD) on a single C4H10BNO molecule.

Geometry (Å):
1 C -1.91 0.84 -0.82
2 B -0.90 1.50 0.17
3 O -0.97 2.62 0.89
4 N 0.25 0.43 0.70
5 C 1.62 0.45 0.88
6 C 0.92 -0.51 0.00
7 C 0.81 -2.02 0.29
8 H -2.30 -0.16 -0.65
9 H -1.32 0.78 -1.76
10 H -2.80 1.55 -0.95
11 H -1.76 3.00 1.17
12 H 2.06 0.24 1.92
13 H 2.08 1.28 0.43
14 H 1.01 -0.35 -1.02
15 H 1.83 -2.55 0.35
16 H 0.18 -2.69 -0.47
17 H 0.30 -2.25 1.15

---

B:
ORCA calculation (ωB97M-V/def2-TZVPD) on a single C4H10BNO molecule.

Geometry (Å):
1 C -2.25 -0.43 0.41
2 C -1.24 0.14 -0.53
3 C 0.19 -0.67 -0.43
4 N 1.06 0.45 -0.12
5 C 2.43 -0.11 0.03
6 B 0.29 1.56 0.35
7 O -0.94 1.47 -0.13
8 H -1.82 -0.31 1.38
9 H -2.44 -1.45 0.05
10 H -3.35 -0.02 0.40
11 H -1.44 0.20 -1.62
12 H 0.01 -1.43 0.47
13 H 0.45 -1.27 -1.27
14 H 2.79 -0.62 -0.98
15 H 3.04 0.68 0.33
16 H 2.50 -0.84 0.99
17 H 0.74 2.67 0.68

---

Stability summary - winner: B; margin: 0.639 eV.

---

A:
ORCA calculation (ωB97M-V/def2-TZVPD) on 2 unconnected molecules or ions with the total composition H4OS.

Geometry (Å):
1 O -2.36 -2.31 3.82
2 H -3.31 -2.46 3.75
3 H -2.00 -3.00 4.38
4 S 1.99 2.65 -4.21
5 H 2.82 1.61 -4.10
6 H 2.86 3.50 -3.65

---

B:
ORCA calculation (ωB97M-V/def2-TZVPD) on 2 unconnected molecules or ions with the total composition H4OS.

Geometry (Å):
1 O -1.42 2.65 -2.02
2 H -0.76 2.15 -2.54
3 H -0.91 3.40 -1.62
4 S -0.24 0.52 -0.40
5 H -0.92 0.17 -1.51
6 H -0.80 1.74 -0.37

---

Stability summary - winner: A; margin: 0.198 eV.